ORCA calculation (wB97M-V/def2-TZVPD) on a molecular structure, C52H43BiN14O3PS at a distorted geometry.

Net charge: -1
HOMO energy (spin up / spin down): -3.79 / -3.78 eV
2S+1: 1
Orbital gap (spin up / spin down): 0.1826 / 0.1815 hartree

Last column: Mulliken charge in e.
Element x y z (Å)
Bi: 0.11087 0.16654 -0.53825  2.907
C: 2.61632 6.01574 1.75902  -0.667
C: 1.34967 6.18592 2.32842  -0.772
C: 0.29833 5.34914 1.99593  0.023
C: 0.54224 4.33921 1.07572  0.144
C: -0.31065 3.31046 0.49661  -0.167
N: -1.61622 3.30352 0.70546  -0.243
C: -2.44999 2.53505 0.01867  -0.470
C: -3.89928 2.73283 0.04854  -0.120
C: -4.72847 3.61650 0.72097  0.021
C: -6.08423 3.58734 0.42884  -0.790
C: -6.59579 2.71592 -0.53538  -0.774
C: -5.76417 1.84319 -1.22234  0.378
C: -4.41394 1.85034 -0.91224  -0.089
C: -3.25519 1.12729 -1.44331  -0.653
N: -3.38579 0.17943 -2.36671  -0.300
C: -2.35800 -0.41162 -2.94159  -0.071
N: -1.04474 -0.12392 -2.80805  -0.458
C: -0.34884 -0.90171 -3.66086  -0.430
N: 0.93570 -0.79842 -3.95206  -0.392
C: 1.73547 0.06596 -3.35045  0.041
N: 1.51092 0.82968 -2.24912  0.359
C: 2.55350 1.70354 -2.09471  -0.370
N: 2.66329 2.69669 -1.23878  -0.399
C: 1.68709 3.05353 -0.41911  -0.412
N: 0.42693 2.53639 -0.34435  -0.291
C: 1.80482 4.18164 0.48920  0.036
C: 2.85945 5.01566 0.83320  -0.292
C: 3.55537 1.43607 -3.11339  0.170
C: 4.79292 1.99720 -3.39821  -0.064
C: 5.50075 1.48825 -4.47319  -0.738
C: 4.98342 0.45585 -5.26307  -0.681
C: 3.74150 -0.09273 -4.99260  -0.129
C: 3.04081 0.40092 -3.90223  -0.098
C: -1.25534 -1.79008 -4.39452  0.393
C: -1.05692 -2.76378 -5.35557  -0.338
C: -2.18014 -3.38390 -5.88584  -0.685
C: -3.46371 -3.03493 -5.46609  -0.713
C: -3.66077 -2.07392 -4.48403  0.125
C: -2.53973 -1.46112 -3.95171  0.249
N: -2.12734 1.58085 -0.87247  -0.210
H: 3.42175 6.67700 2.05422  0.388
H: 1.20011 6.98022 3.04969  0.389
H: -0.68422 5.46290 2.43619  0.542
H: -4.32852 4.31696 1.44365  0.522
H: -6.76068 4.26536 0.93523  0.396
H: -7.65651 2.73798 -0.75382  0.382
H: -6.15408 1.18908 -1.99209  0.520
H: 3.83860 4.87025 0.39598  0.580
H: 5.18679 2.80274 -2.79221  0.589
H: 6.47479 1.89410 -4.71767  0.388
H: 5.56986 0.08205 -6.09316  0.394
H: 3.31763 -0.88544 -5.59493  0.569
H: -0.05619 -3.02936 -5.67005  0.540
H: -2.06103 -4.15174 -6.64039  0.390
H: -4.31686 -3.53042 -5.91342  0.393
H: -4.65321 -1.80386 -4.14541  0.526
S: 2.27679 0.52380 0.95226  -0.311
C: 2.90987 -1.06964 1.37381  0.027
N: 4.17391 -1.31392 1.41669  -0.581
N: 4.99745 -0.35262 1.03467  0.498
C: 6.36544 -0.48895 1.16253  0.534
C: 7.21520 0.49047 0.64274  -0.447
C: 8.58759 0.35371 0.75981  -0.502
C: 9.13812 -0.74834 1.39733  -0.500
C: 8.29481 -1.71993 1.92287  -0.506
C: 6.92244 -1.59685 1.81260  -0.421
N: 2.15925 -2.12850 1.84695  -0.813
N: 0.94086 -1.97105 1.92299  1.170
C: 0.20808 -2.98790 2.52921  -0.195
C: -0.13732 -4.16535 1.86913  -0.349
C: -0.91283 -5.11554 2.51436  -0.302
C: -1.34326 -4.91553 3.81844  -0.611
C: -1.00512 -3.73829 4.47457  -0.711
C: -0.25208 -2.77306 3.83069  -0.218
H: 4.58359 0.50226 0.66772  -0.059
H: 6.78758 1.35178 0.14269  0.394
H: 9.23661 1.11473 0.34444  0.346
H: 10.21193 -0.85182 1.48716  0.352
H: 8.70961 -2.58459 2.42588  0.352
H: 6.25752 -2.34367 2.22010  0.396
H: 0.21053 -4.31635 0.85501  0.313
H: -1.17375 -6.03339 2.00089  0.377
H: -1.94309 -5.66654 4.31675  0.366
H: -1.32361 -3.57560 5.49753  0.357
H: 0.02291 -1.84797 4.32201  0.554
C: -2.39081 2.84155 4.04954  -0.519
N: -2.22948 1.40350 3.88211  0.218
C: -2.27367 0.60479 5.09468  -0.939
C: -1.41933 0.98238 2.91352  0.018
N: -0.74919 0.59126 2.06038  -0.374
H: -1.61484 3.25875 4.70382  0.331
H: -3.36948 3.03702 4.49102  0.355
H: -2.32323 3.32205 3.07591  -0.156
H: -1.49221 0.90246 5.80475  0.314
H: -2.13908 -0.44528 4.84249  0.209
H: -3.24694 0.73147 5.57081  0.343
C: -3.29110 -3.54818 -0.37447  -0.629
P: -3.77971 -2.11556 0.61653  1.286
C: -4.29267 -2.77894 2.24062  -1.130
C: -5.34228 -1.54675 -0.12530  -1.151
O: -2.75248 -1.05531 0.77817  -0.392
H: -4.14931 -4.18193 -0.60041  0.464
H: -2.54018 -4.10960 0.17720  0.033
H: -2.82175 -3.18910 -1.28863  -0.063
H: -5.01425 -3.59025 2.14378  0.394
H: -4.73066 -1.95597 2.80723  0.374
H: -3.39731 -3.12670 2.75611  0.060
H: -6.08886 -2.34154 -0.14405  0.500
H: -5.12097 -1.20352 -1.13424  0.044
H: -5.70742 -0.69973 0.45623  0.308
O: -0.32318 -2.88832 -1.58703  -0.262
C: 0.89600 -2.79142 -1.42078  -0.358
O: 1.55460 -1.77825 -1.04247  -0.520
H: 1.52241 -3.70259 -1.58150  0.190

Atomic forces in eV per Å
Bi -0.26 -0.79 0.24
C 0.14 -0.03 -0.07
C -0.10 -0.01 0.09
C -0.01 0.03 0.01
C 0.28 -0.05 -0.10
C -0.10 0.15 0.00
N -0.01 0.04 0.07
C -0.03 0.21 0.04
C -0.07 -0.16 -0.23
C -0.03 0.03 0.10
C 0.02 0.07 0.04
C -0.01 -0.07 -0.04
C -0.11 -0.03 -0.04
C 0.18 0.15 0.21
C -0.09 0.14 0.01
N -0.01 -0.30 -0.06
C -0.39 0.19 -0.02
N 0.27 -0.07 0.07
C 0.10 0.28 -0.19
N -0.04 -0.28 0.05
C -0.01 0.21 0.04
N 0.02 -0.01 -0.40
C 0.04 0.22 0.09
N 0.03 -0.06 0.00
C 0.02 0.17 -0.12
N 0.07 0.08 0.00
C -0.32 0.00 0.19
C 0.05 0.03 -0.03
C -0.08 -0.32 -0.22
C 0.03 0.08 0.05
C 0.05 0.06 0.01
C -0.06 -0.07 -0.02
C -0.03 -0.06 -0.02
C 0.18 0.22 0.16
C -0.35 0.00 0.07
C 0.06 0.02 0.00
C 0.09 -0.03 -0.04
C -0.07 -0.05 0.04
C -0.03 0.04 0.03
C 0.28 -0.14 -0.15
N 0.09 -0.16 -0.03
H -0.01 0.01 0.00
H -0.02 -0.01 0.00
H 0.00 0.04 -0.01
H 0.03 -0.01 -0.01
H 0.02 0.00 0.02
H 0.00 -0.03 -0.02
H 0.02 -0.04 0.02
H 0.00 0.03 -0.02
H -0.01 0.00 0.01
H 0.00 0.01 0.03
H -0.01 0.00 -0.01
H 0.03 -0.01 -0.01
H 0.00 0.01 -0.03
H 0.00 0.00 0.00
H -0.01 -0.01 0.02
H 0.00 0.01 0.00
S 0.46 -0.34 0.56
C 0.26 1.29 -0.57
N -0.15 -0.51 0.25
N 0.21 0.45 -0.22
C 0.14 -0.26 0.09
C -0.12 0.03 -0.03
C -0.02 0.01 0.02
C 0.14 -0.09 0.05
C 0.00 0.13 -0.07
C -0.12 -0.01 -0.02
N -0.12 -1.42 0.77
N 0.05 1.34 -0.68
C -0.51 -0.91 0.53
C 0.22 0.22 -0.10
C -0.04 -0.10 0.05
C -0.04 0.04 0.01
C -0.05 -0.05 0.03
C 0.18 0.11 -0.21
H 0.03 0.00 -0.03
H 0.00 0.00 -0.03
H -0.02 0.02 0.00
H 0.00 0.02 -0.02
H 0.01 0.00 0.01
H -0.01 -0.02 -0.01
H -0.05 -0.01 -0.01
H 0.01 0.02 -0.04
H 0.01 -0.01 0.01
H -0.03 0.01 -0.01
H -0.02 0.01 0.02
C 0.09 0.06 0.00
N -0.11 0.00 0.07
C 0.03 -0.08 0.06
C 0.12 -0.15 -0.23
N -0.21 0.39 0.28
H -0.02 -0.03 0.00
H 0.01 -0.01 -0.03
H -0.04 0.01 -0.04
H -0.01 0.00 -0.02
H -0.03 0.00 -0.02
H 0.01 0.01 -0.01
C 0.03 0.29 0.20
P -0.49 -0.29 0.26
C 0.17 0.16 -0.38
C 0.39 -0.01 0.15
O 0.06 0.02 -0.24
H -0.01 0.00 0.01
H 0.07 -0.06 0.00
H 0.04 0.00 -0.11
H 0.00 -0.03 0.02
H -0.02 -0.03 0.02
H 0.01 -0.07 0.04
H 0.02 -0.01 0.00
H -0.05 0.03 -0.12
H -0.04 0.01 -0.01
O -0.14 0.15 0.07
C 0.27 -0.54 0.15
O -0.35 0.31 -0.25
H -0.08 0.14 -0.06


ORCA calculation (wB97M-V/def2-TZVPD) on a molecular structure, C28H44BrFeN3P2S at a distorted geometry.

Net charge: +2
HOMO energy (spin up / spin down): -13.21 / -13.49 eV
2S+1: 5
Orbital gap (spin up / spin down): 0.2639 / 0.2398 hartree
Expectation value of S²: 6.0237

Last column: Mulliken charge in e.
Element x y z (Å)
C: 2.85370 4.75598 -0.69394  -0.507
C: 1.84547 3.91132 -1.18493  -0.243
C: 1.71852 3.73250 -2.57767  -0.232
C: 2.54236 4.48739 -3.41869  -0.435
N: 3.46298 5.29397 -2.91679  -0.552
C: 3.62082 5.47337 -1.60910  -0.389
C: 0.89885 3.36374 -0.25363  -0.107
C: 0.00512 3.18500 0.57672  0.434
C: -1.12812 2.47889 1.11329  -0.071
C: -1.04599 1.31293 1.92936  1.280
C: -2.22331 0.58296 2.18196  -1.855
C: -3.24170 0.75630 1.19865  0.479
C: -3.48992 2.03645 0.72044  -0.693
C: -2.39025 2.93282 0.73320  -0.730
Fe: -1.91720 -1.22634 1.05387  0.054
P: 1.05870 -0.96544 0.18345  0.463
H: 0.98292 3.04274 -2.98751  0.450
H: 3.00330 4.85259 0.37791  0.437
H: 2.44585 4.41452 -4.50746  0.375
H: 4.37810 6.18767 -1.26008  0.375
H: -2.45216 3.94874 0.34870  0.542
H: -0.11465 1.09898 2.46674  0.655
H: -4.48276 2.37003 0.37247  0.518
H: -2.48731 -0.11947 2.97089  0.491
C: 1.99144 -2.56787 0.33331  -0.676
C: 3.33396 -2.75899 -0.37062  -1.401
H: 1.28150 -3.33502 -0.00131  0.536
H: 2.10381 -2.72127 1.41453  0.577
H: 3.69034 -3.78409 -0.20793  0.440
H: 3.28311 -2.62404 -1.45681  0.259
H: 4.11179 -2.10023 0.03078  0.263
C: 1.51727 -0.33134 -1.51200  0.105
C: 2.82122 0.39260 -1.78419  -1.578
H: 0.65527 0.29911 -1.76883  0.144
H: 1.46351 -1.21579 -2.15492  0.438
H: 2.90620 0.61747 -2.85110  0.448
H: 2.91220 1.34903 -1.26852  0.220
H: 3.68587 -0.22770 -1.54218  0.304
C: 2.04859 0.20577 1.25798  2.407
C: 3.57609 0.10819 1.37466  -1.777
H: 1.62358 0.02467 2.25844  -1.778
H: 1.73803 1.21810 0.94980  -0.556
H: 3.93663 0.83332 2.12030  0.477
H: 3.89499 -0.87608 1.73307  0.383
H: 4.09894 0.33862 0.43910  0.272
Br: -4.60607 -0.76669 1.18274  0.003
P: -1.93832 -1.76166 -1.32405  1.203
C: -0.78169 -2.59777 -2.45343  -0.165
C: -1.34081 -3.85652 -3.11832  -1.419
H: 0.08806 -2.88722 -1.84057  -0.014
H: -0.41197 -1.88882 -3.21183  0.604
H: -0.54876 -4.30810 -3.72636  0.464
H: -1.63469 -4.59010 -2.36108  0.305
H: -2.20027 -3.65873 -3.77242  0.270
C: -3.03109 -3.09474 -0.65947  -0.501
C: -4.33214 -3.24794 -1.41850  -1.654
H: -3.31513 -2.82120 0.39166  0.390
H: -2.45820 -4.03089 -0.57212  0.629
H: -5.01902 -3.89330 -0.85490  0.435
H: -4.83142 -2.27981 -1.53507  0.329
H: -4.20336 -3.69856 -2.40712  0.292
C: -2.79902 -0.45028 -2.23756  -0.439
C: -3.25156 -0.83010 -3.65574  -1.299
H: -2.05942 0.36813 -2.31448  0.329
H: -3.62354 -0.03908 -1.62347  0.247
H: -3.72931 0.03515 -4.13626  0.435
H: -2.38573 -1.10362 -4.27018  0.337
H: -3.96462 -1.66591 -3.67218  0.253
S: -0.39725 -1.98297 2.74074  -0.303
C: -0.14078 -0.86975 4.09085  0.055
N: 1.10421 -0.45839 4.41916  -0.072
C: 1.08357 0.75334 5.22105  -0.510
C: -0.41498 1.02177 5.40119  -0.351
N: -1.02746 -0.17605 4.84966  -0.039
H: 1.92431 -0.96425 4.09432  0.305
H: 1.57956 1.56771 4.68284  0.234
H: 1.56928 0.63377 6.19044  0.435
H: -0.72165 1.92699 4.84584  0.164
H: -0.65179 1.18784 6.45659  0.422
H: -2.04658 -0.32436 4.78658  0.381

Atomic forces in eV per Å
C -0.20 0.00 -0.02
C 0.45 0.19 -0.44
C -0.15 0.20 0.29
C -0.21 -0.67 0.82
N 0.51 1.03 -0.53
C -0.25 -0.71 0.10
C -1.57 0.33 1.43
C 1.53 -0.80 -1.44
C 0.07 -0.39 0.24
C -0.21 0.77 0.89
C -0.25 0.43 -1.76
C -1.83 0.47 1.97
C 0.27 0.49 -0.56
C -0.68 -0.67 -0.32
Fe 1.96 -0.56 -0.93
P 1.49 0.72 -0.30
H 0.04 0.24 0.11
H -0.09 0.15 -0.18
H 0.17 0.06 0.42
H -0.27 -0.36 -0.33
H -0.30 -0.29 -0.06
H -0.48 0.14 -0.30
H 0.72 -0.42 -0.10
H 0.67 0.16 -0.22
C -0.32 0.03 0.16
C 0.32 -0.11 -0.04
H 0.13 -0.06 0.10
H -0.02 -0.08 -0.19
H -0.15 0.17 0.00
H -0.08 0.09 0.20
H -0.24 -0.10 -0.23
C -0.73 -0.42 0.09
C 0.40 0.06 -0.18
H 0.14 0.04 -0.23
H -0.04 0.18 -0.06
H -0.12 -0.01 0.04
H -0.04 -0.12 0.13
H -0.10 0.09 0.03
C -0.46 -0.18 0.27
C 0.14 0.15 0.09
H 0.19 0.30 -0.39
H 0.14 -0.32 0.13
H -0.16 -0.11 -0.18
H -0.06 0.12 -0.14
H -0.18 -0.19 0.34
Br 0.75 1.84 0.23
P -0.12 0.23 1.21
C 0.53 -0.19 -0.05
C -0.02 -0.15 -0.18
H -0.24 0.12 -0.25
H -0.21 -0.10 0.37
H -0.21 0.05 0.09
H 0.04 0.04 -0.29
H 0.25 0.00 0.20
C -0.28 0.01 0.11
C -0.81 -0.48 0.07
H 0.33 -0.47 -0.68
H -0.13 0.33 -0.13
H 0.11 0.09 -0.19
H 0.08 -0.17 -0.05
H 0.08 0.13 0.17
C -0.41 0.11 -0.57
C -0.19 0.17 -0.17
H -0.15 -0.29 0.15
H 0.32 -0.35 -0.24
H 0.11 -0.28 0.10
H -0.20 0.02 0.09
H 0.23 0.30 0.05
S 0.24 -0.08 1.91
C 0.08 0.16 -0.01
N -0.93 -0.92 -0.59
C 0.49 0.29 0.45
C -0.09 0.88 0.44
N -0.62 -0.90 -1.11
H -0.28 0.41 0.10
H -0.04 -0.13 0.11
H 0.12 -0.18 -0.16
H -0.02 -0.44 0.15
H -0.16 -0.23 -0.24
H 1.20 0.15 0.21


ORCA calculation (wB97M-V/def2-TZVPD) on 2 unconnected molecules or ions with the total composition C3H9NO2 at a distorted geometry.

SMILES: CC=O.NCO
HOMO energy: -9.27 eV
2S+1: 1
Orbital gap: 0.3675 hartree

Last column: Mulliken charge in e.
Element x y z (Å)
O: 2.32465 0.33842 2.65223  -0.455
C: 2.23048 1.18455 1.80038  0.120
C: 2.29164 0.81205 0.34157  -0.631
H: 1.69529 2.13360 2.13989  0.299
H: 1.69448 -0.09273 0.30239  0.119
H: 3.36282 0.64634 0.13485  0.286
H: 1.80595 1.54486 -0.32292  0.260
N: -1.53610 -1.77126 -0.87239  -0.366
C: -1.78942 -0.41108 -1.09427  -0.158
O: -3.11780 0.04444 -0.80721  -0.552
H: -0.69539 -2.04313 -0.40475  0.168
H: -2.15419 -2.45810 -1.25682  0.166
H: -1.11236 0.26662 -0.54971  0.218
H: -1.61807 -0.13330 -2.17302  0.229
H: -3.38198 -0.06127 0.10978  0.298

Atomic forces in eV per Å
O 0.94 -0.02 0.13
C -2.81 0.09 0.78
C 0.39 0.70 0.22
H 1.12 -0.16 -0.66
H 0.34 -0.39 -0.26
H -0.59 -0.14 -0.50
H 0.59 -0.08 0.28
N 0.00 -0.06 0.74
C -0.05 1.76 -1.02
O -0.07 -0.25 -0.77
H -0.14 -0.23 0.07
H 0.18 -0.09 -0.13
H 0.27 -0.74 0.14
H -0.64 -0.12 0.79
H 0.46 -0.27 0.20


ORCA calculation (wB97M-V/def2-TZVPD) on C5H9NO in the gas phase at a distorted geometry.

SMILES: [H]/N=C1\C[C@@]1(C)OC
HOMO energy: -9.32 eV
2S+1: 1
Orbital gap: 0.3784 hartree

Last column: Mulliken charge in e.
Element x y z (Å)
C: 2.11819 0.43119 -0.03402  -0.697
O: 1.12195 -0.34228 -0.66373  -0.412
C: -0.11864 -0.27589 -0.04518  1.020
C: -1.26962 -0.41671 -1.03610  -0.867
C: -0.31058 -1.00655 1.25662  -1.352
C: -0.97116 0.86140 -0.34222  0.251
N: -1.38165 2.06032 -0.34965  -0.710
H: 1.84191 1.49470 0.00739  0.297
H: 2.31114 0.06717 0.98320  0.297
H: 3.01656 0.30838 -0.64172  0.242
H: -0.97792 -0.43820 -2.08635  0.294
H: -2.13347 1.86635 -1.01905  0.298
H: -2.12214 -1.03256 -0.74105  0.280
H: -1.34727 -0.88284 1.58786  0.362
H: 0.34291 -0.62527 2.04545  0.386
H: -0.12020 -2.06921 1.07854  0.312

Atomic forces in eV per Å
C 0.27 0.13 0.15
O 0.06 -0.13 -0.03
C 0.12 -0.25 0.26
C -0.10 -0.12 -0.14
C 0.07 -0.07 0.10
C -0.49 0.13 -0.44
N 0.18 -1.16 -0.22
H 0.01 -0.19 -0.03
H 0.08 0.11 -0.11
H -0.05 0.08 0.17
H -0.08 -0.12 0.21
H -0.50 1.47 0.08
H 0.25 0.17 -0.10
H 0.20 -0.05 0.00
H -0.05 -0.10 -0.07
H 0.04 0.09 0.18


Number 1: DFT total energy -3954.02855 Ha. Number 2: DFT total energy -6175.54893 Ha. Number 3: DFT total energy -324.88712 Ha. Number 4: DFT total energy -325.81345 Ha.